C4H6O2 | wB97M-V/def2-TZVPD

Max |F| in hartree/bohr: 0.01770
ΔE to the lowest compared entry with this formula, charge and spin in kcal per mole: 117.85
Lowest unoccupied orbital energy (alpha / beta) in hartree: -0.06447 / -0.05702
HOMO energy (alpha / beta) in eV: -9.15 / -9.47
Total charge: 0

Structure (XYZ):
```
12
C4H6O2 (wB97M-V/def2-TZVPD)
O -1.136 -1.037 -1.437
C -0.439 -0.527 -0.501
C 0.733 0.449 -0.679
C 0.189 1.342 0.443
O -1.044 0.628 0.612
C -0.461 -1.537 0.530
H 0.681 0.909 -1.673
H 1.727 0.003 -0.539
H 0.802 1.349 1.358
H -0.006 2.388 0.157
H -1.447 -1.832 0.878
H 0.400 -2.135 0.853
```

***

C4H6O2 | wB97M-V/def2-TZVPD

Max |F| in hartree/bohr: 0.06029
ΔE to the lowest compared entry with this formula, charge and spin in kcal per mole: 62.41
Lowest unoccupied orbital energy in hartree: 0.02754
HOMO energy in eV: -9.04
Total charge: 0

Structure (XYZ):
```
12
C4H6O2 (wB97M-V/def2-TZVPD)
O 0.262 1.536 -0.940
C 1.271 0.736 -0.508
C -0.768 -1.220 -0.064
C -1.123 -0.187 0.857
C 0.750 -0.497 0.224
O 2.434 1.045 -0.692
H 0.658 2.278 -1.424
H -1.016 -2.244 0.279
H -0.954 -1.072 -1.114
H -1.572 -0.462 1.828
H -1.381 0.794 0.494
H 1.439 -0.707 1.060
```

***

C4H6O2 | wB97M-V/def2-TZVPD

Max |F| in hartree/bohr: 0.15955
ΔE to the lowest compared entry with this formula, charge and spin in kcal per mole: 82.47
SMILES: C1=COCOC1
Lowest unoccupied orbital energy in hartree: 0.03366
HOMO energy in eV: -8.15
Total charge: 0

Structure (XYZ):
```
12
C4H6O2 (wB97M-V/def2-TZVPD)
C 0.732 -0.879 0.194
C 0.136 -0.375 1.318
O -0.819 0.487 1.335
C -0.820 1.254 -0.011
O -0.725 0.359 -1.108
C 0.157 -0.582 -1.100
H 1.781 -1.447 0.359
H 0.275 -0.745 2.372
H -1.783 1.724 -0.095
H 0.000 2.060 0.206
H 1.244 -0.426 -1.840
H -0.178 -1.428 -1.631
```

***

C4H6O2 | wB97M-V/def2-TZVPD

Max |F| in hartree/bohr: 0.04536
ΔE to the lowest compared entry with this formula, charge and spin in kcal per mole: 96.12
SMILES: C1O[C@H]1[C@H]1CO1
Lowest unoccupied orbital energy in hartree: 0.03727
HOMO energy in eV: -10.30
Total charge: 0

Structure (XYZ):
```
12
C4H6O2 (wB97M-V/def2-TZVPD)
C -1.560 -0.928 -0.614
O -1.549 -1.574 0.603
C -0.694 -0.263 0.449
C 0.808 0.195 0.689
C 1.674 0.778 -0.357
O 0.744 1.583 0.339
H -1.107 -1.517 -1.419
H -2.473 -0.403 -0.920
H -1.184 0.432 1.122
H 1.277 0.050 1.678
H 1.445 0.545 -1.394
H 2.708 1.083 -0.164
```

***

C4H6O2 | wB97M-V/def2-TZVPD

Max |F| in hartree/bohr: 0.13457
ΔE to the lowest compared entry with this formula, charge and spin in kcal per mole: 128.97
Lowest unoccupied orbital energy in hartree: 0.00282
HOMO energy in eV: -9.77
Total charge: 0

Structure (XYZ):
```
12
C4H6O2 (wB97M-V/def2-TZVPD)
C -0.772 0.209 0.305
C 0.374 -0.850 0.075
C 1.715 -0.548 -0.094
C -0.388 1.463 -0.228
H -1.930 -1.383 -0.622
H -0.751 0.331 1.357
H 0.071 -1.911 -0.285
H 2.298 0.388 0.285
H 2.121 -1.626 -0.218
H -1.234 2.298 -0.649
O -2.187 -0.195 -0.001
O 0.683 1.824 0.074
```

***

C4H6O2 | wB97M-V/def2-TZVPD

Max |F| in hartree/bohr: 0.05134
ΔE to the lowest compared entry with this formula, charge and spin in kcal per mole: 54.43
SMILES: O=COC1CC1
Lowest unoccupied orbital energy in hartree: 0.03861
HOMO energy in eV: -10.23
Total charge: 0

Structure (XYZ):
```
12
C4H6O2 (wB97M-V/def2-TZVPD)
O -2.044 -0.651 1.967
C -1.196 -1.145 1.286
O 0.168 -0.760 1.062
C 0.330 0.456 0.390
C -0.268 0.662 -0.976
C 1.227 0.564 -0.806
H -1.057 -1.948 0.576
H 0.309 1.283 1.082
H -0.756 -0.174 -1.475
H -0.720 1.626 -1.185
H 1.710 -0.336 -1.175
H 1.824 1.469 -0.910
```

***

Number 1: calculated total energy -306.31850 hartree. Number 2: calculated total energy -306.40684 hartree. Number 3: calculated total energy -306.37487 hartree. Number 4: calculated total energy -306.35312 hartree. Number 5: calculated total energy -306.30077 hartree. Number 6: calculated total energy -306.41955 hartree.